# 1
This record from the OMol25 dataset describes 11 unconnected molecules or ions with the total composition H22O11 in a non-equilibrium geometry. The level of theory is wB97M-V/def2-TZVPD.

Values from the calculation:
- Net charge: 0
- SMILES string: O.O.O.O.O.O.O.O.O.O.O
- Highest occupied orbital energy: -10.580 eV
- F_max: 3.06 eV/A
- Energy relative to the best compared isomer or geometry (same formula, charge and spin): 3.684 eV

CARTESIAN COORDINATES (ANGSTROEM)
H: 0.19 1.01 0.01
H: -0.89 0.41 -0.86
H: -3.95 3.54 -0.93
H: -3.11 2.42 -1.54
H: 1.07 -0.54 -0.21
H: -0.14 -1.30 0.31
H: 1.62 0.78 -3.92
H: 2.88 1.35 -4.54
H: 1.28 -2.93 -1.25
H: 1.74 -3.31 0.14
H: 1.09 -1.23 1.98
H: 2.11 -0.11 2.13
H: -2.78 -1.98 2.05
H: -1.92 -0.79 1.63
H: 2.58 1.02 -2.13
H: 1.60 1.74 -1.23
H: -1.38 1.26 3.03
H: -2.87 1.28 2.75
H: -0.36 -3.75 -1.87
H: -1.74 -3.60 -1.23
H: 0.85 2.27 3.10
H: 1.92 2.50 2.04
O: -0.70 1.17 -0.31
O: -3.41 2.77 -0.69
O: 0.18 -0.82 -0.46
O: 2.19 0.71 -4.70
O: 2.03 -2.85 -0.65
O: 2.03 -1.04 1.91
O: -2.68 -1.03 2.17
O: 2.16 1.87 -2.00
O: -2.23 1.19 3.47
O: -0.82 -3.82 -1.02
O: 1.29 1.84 2.36

# 2
This record from the OMol25 dataset describes 2 unconnected molecules or ions with the total composition C5H12O2 in a non-equilibrium geometry. The level of theory is wB97M-V/def2-TZVPD.

Values from the calculation:
- Net charge: 0
- SMILES string: CCC(C)=O.CO
- Highest occupied orbital energy: -9.801 eV
- F_max: 3.94 eV/A
- Energy relative to the best compared isomer or geometry (same formula, charge and spin): 2.255 eV

CARTESIAN COORDINATES (ANGSTROEM)
C: 2.78 0.71 0.40
C: -0.97 -2.05 -1.11
C: -0.43 -1.13 -0.06
O: 1.66 0.65 -0.45
O: 0.39 -1.45 0.75
H: 2.55 1.23 1.33
H: 3.13 -0.30 0.67
H: 3.58 1.25 -0.11
H: -0.41 -1.97 -2.04
H: -0.94 -3.08 -0.76
H: -2.01 -1.83 -1.35
C: -1.44 0.13 0.33
C: -1.18 1.63 0.35
H: -0.69 1.89 -0.58
H: -1.95 -0.14 1.27
H: -2.27 -0.02 -0.37
H: 0.82 0.40 0.12
H: -0.51 1.87 1.17
H: -2.11 2.20 0.44

# 3
This record from the OMol25 dataset describes 2 unconnected molecules or ions with the total composition C4H11N4O2 in a non-equilibrium geometry. The level of theory is wB97M-V/def2-TZVPD.

Values from the calculation:
- Net charge: +1
- Highest occupied orbital energy: -12.383 eV
- F_max: 5.82 eV/A
- Energy relative to the best compared isomer or geometry (same formula, charge and spin): 7.909 eV

CARTESIAN COORDINATES (ANGSTROEM)
C: -2.31 1.29 1.76
C: 3.05 -2.03 -0.87
C: -3.32 1.60 -0.38
C: 1.01 -0.68 -0.03
N: -0.10 -1.14 -0.63
N: 0.86 0.19 0.94
N: -2.34 1.17 0.37
N: 2.29 -0.72 -0.85
O: -0.06 -1.63 -1.76
O: 1.77 1.06 1.14
H: -3.17 1.82 2.07
H: -2.39 0.28 2.22
H: -1.31 1.77 2.08
H: 2.95 -2.66 -1.70
H: 4.06 -1.78 -0.86
H: 3.07 -2.47 0.00
H: -3.26 1.40 -1.44
H: -4.20 2.20 0.05
H: -1.62 0.60 -0.14
H: 2.80 -0.02 -0.20
H: 2.24 -0.27 -1.78

# 4
This record from the OMol25 dataset describes 9 unconnected molecules or ions with the total composition C5H27NO9 in a non-equilibrium geometry. The level of theory is wB97M-V/def2-TZVPD.

Values from the calculation:
- Net charge: 0
- SMILES string: CCN(C)C(C)=O.O.O.O.O.O.O.O.O
- Highest occupied orbital energy: -8.905 eV
- F_max: 3.52 eV/A
- Energy relative to the best compared isomer or geometry (same formula, charge and spin): 3.176 eV

CARTESIAN COORDINATES (ANGSTROEM)
C: -1.64 0.05 -0.65
C: -0.41 -0.30 0.09
N: -0.62 -0.74 1.39
C: -1.65 -1.89 1.58
C: -2.94 -1.34 2.13
C: 0.37 -0.63 2.45
O: 0.75 -0.20 -0.30
H: -1.39 0.78 -1.46
H: -2.10 -0.82 -1.13
H: -2.39 0.66 -0.13
H: -1.69 -2.51 0.70
H: -1.09 -2.40 2.39
H: -3.85 -1.64 1.59
H: -3.04 -1.82 3.11
H: -2.98 -0.24 2.14
H: 0.61 -1.63 2.91
H: 0.03 -0.07 3.31
H: 1.22 -0.19 1.94
H: 2.76 1.29 1.60
H: 4.17 1.13 2.37
O: 3.70 0.96 1.55
H: -0.24 3.31 -1.82
H: -0.11 2.33 -2.89
O: -0.62 3.13 -2.69
H: 0.79 -1.25 -3.33
H: -0.38 -0.72 -4.27
O: 0.40 -0.48 -3.76
H: 2.25 -1.04 -2.04
H: 2.17 -2.21 -0.92
O: 2.05 -1.96 -1.84
H: 0.98 1.92 1.62
H: 2.09 2.47 2.49
O: 1.39 1.79 2.52
H: -1.35 -3.26 -2.13
H: -2.84 -2.93 -2.67
O: -2.10 -2.65 -2.13
H: 0.38 3.75 0.48
H: 1.00 2.59 -0.63
O: 0.55 2.85 0.21
H: 2.42 1.49 -0.69
H: 1.40 0.80 -1.58
O: 1.95 1.62 -1.52

# 5
This record from the OMol25 dataset describes 3 unconnected molecules or ions with the total composition C12H14FN4OP. The level of theory is wB97M-V/def2-TZVPD.

Values from the calculation:
- Net charge: 0
- SMILES string: N#C[C@@H](F)[C@@H](C#N)[PH2]=O.c1cc[nH]c1.c1cc[nH]c1
- Highest occupied orbital energy: -8.340 eV
- F_max: 0.48 eV/A

CARTESIAN COORDINATES (ANGSTROEM)
N: 1.55 -0.44 4.25
C: 1.56 -0.44 3.11
C: 1.60 -0.44 1.63
F: 0.40 -0.91 1.16
C: 1.85 0.95 1.05
C: 0.73 1.87 1.29
N: -0.14 2.60 1.46
P: 3.44 1.68 1.65
O: 4.60 0.84 1.30
H: 2.39 -1.13 1.30
H: 1.98 0.85 -0.04
H: 3.37 2.96 1.08
H: 3.20 1.88 3.02
N: -2.33 -3.81 -0.28
C: -2.93 -5.04 -0.22
C: -2.15 -5.84 0.59
C: -1.05 -5.06 1.02
C: -1.19 -3.81 0.47
H: -2.68 -3.03 -0.81
H: -3.84 -5.24 -0.74
H: -2.36 -6.87 0.83
H: -0.25 -5.37 1.67
H: -0.57 -2.93 0.54
N: -0.90 3.61 -1.38
C: 0.32 3.49 -1.98
C: 0.13 3.56 -3.34
C: -1.27 3.74 -3.55
C: -1.87 3.77 -2.33
H: -1.06 3.59 -0.38
H: 1.21 3.37 -1.40
H: 0.90 3.50 -4.08
H: -1.76 3.84 -4.50
H: -2.91 3.88 -2.05

# 6
This record from the OMol25 dataset describes 11 unconnected molecules or ions with the total composition C66H165N11O22 in a non-equilibrium geometry. The level of theory is wB97M-V/def2-TZVPD.

Values from the calculation:
- Net charge: 0
- SMILES string: COCCNCCOC.COCCNCCOC.COCCNCCOC.COCCNCCOC.COCCNCCOC.COCCNCCOC.COCCNCCOC.COCCNCCOC.COCCNCCOC.COCCNCCOC.COCCNCCOC
- Highest occupied orbital energy: -8.534 eV
- F_max: 4.09 eV/A
- Energy relative to the best compared isomer or geometry (same formula, charge and spin): 7.801 eV

CARTESIAN COORDINATES (ANGSTROEM)
C: -0.17 -1.76 9.25
O: 1.25 -1.88 9.19
C: 1.95 -0.78 9.77
C: 3.49 -1.06 9.67
N: 4.24 -0.22 10.59
C: 4.25 1.24 10.25
C: 5.30 2.05 11.09
O: 6.59 1.49 10.99
C: 7.66 2.30 11.57
H: -0.45 -1.02 8.50
H: -0.63 -1.42 10.18
H: -0.65 -2.68 8.92
H: 1.68 -0.54 10.79
H: 1.77 0.12 9.17
H: 3.82 -0.92 8.65
H: 3.71 -2.11 9.84
H: 5.23 -0.39 10.49
H: 3.23 1.57 10.43
H: 4.38 1.27 9.17
H: 5.10 1.93 12.16
H: 5.18 3.09 10.78
H: 7.66 2.28 12.66
H: 7.54 3.37 11.43
H: 8.62 2.02 11.14
C: 3.74 -7.61 3.83
O: 4.19 -8.69 3.02
C: 3.57 -8.85 1.77
C: 2.10 -9.46 1.91
N: 2.04 -10.94 1.92
C: 2.80 -11.43 3.10
C: 2.88 -12.96 3.14
O: 1.59 -13.59 3.33
C: 1.72 -15.01 3.42
H: 2.65 -7.65 3.93
H: 4.16 -6.66 3.49
H: 4.19 -7.67 4.82
H: 4.27 -9.44 1.18
H: 3.56 -7.93 1.19
H: 1.57 -9.11 1.03
H: 1.52 -9.12 2.77
H: 1.11 -11.22 2.18
H: 2.37 -11.05 4.02
H: 3.82 -11.07 3.21
H: 3.50 -13.36 3.94
H: 3.30 -13.29 2.19
H: 2.27 -15.14 4.35
H: 2.30 -15.48 2.63
H: 0.69 -15.37 3.50
C: 0.29 -2.79 -8.99
O: -0.41 -1.72 -8.36
C: -0.49 -1.72 -6.93
C: -0.85 -3.14 -6.42
N: -1.46 -3.00 -5.05
C: -1.53 -4.34 -4.47
C: -2.13 -4.17 -3.00
O: -1.22 -3.46 -2.17
C: -1.72 -3.28 -0.84
H: 0.42 -2.51 -10.03
H: -0.22 -3.75 -9.00
H: 1.25 -2.85 -8.47
H: -1.17 -0.99 -6.51
H: 0.51 -1.46 -6.59
H: 0.07 -3.72 -6.39
H: -1.59 -3.63 -7.05
H: -0.88 -2.40 -4.49
H: -0.55 -4.81 -4.49
H: -2.29 -4.91 -5.00
H: -2.36 -5.14 -2.57
H: -3.02 -3.54 -3.08
H: -0.94 -2.80 -0.24
H: -2.05 -4.15 -0.26
H: -2.49 -2.50 -0.80
C: -3.16 8.29 -5.75
O: -3.11 8.39 -7.21
C: -3.81 7.44 -8.02
C: -3.81 7.71 -9.43
N: -4.41 9.00 -9.74
C: -4.33 9.31 -11.15
C: -5.48 8.47 -11.86
O: -5.13 8.38 -13.19
C: -6.14 7.99 -14.04
H: -4.05 8.68 -5.26
H: -2.34 8.91 -5.37
H: -3.00 7.27 -5.40
H: -4.83 7.48 -7.64
H: -3.43 6.44 -7.80
H: -4.29 6.88 -9.94
H: -2.80 7.70 -9.84
H: -3.95 9.72 -9.21
H: -3.38 9.03 -11.62
H: -4.40 10.38 -11.34
H: -6.41 9.00 -11.64
H: -5.53 7.45 -11.49
H: -6.13 6.90 -14.11
H: -5.97 8.30 -15.07
H: -7.08 8.49 -13.82
C: -14.69 2.06 0.02
O: -14.02 3.09 0.77
C: -12.92 3.67 0.10
C: -13.30 4.70 -0.94
N: -12.24 5.27 -1.80
C: -11.61 4.21 -2.58
C: -10.77 4.96 -3.64
O: -11.57 5.52 -4.68
C: -10.89 6.02 -5.74
H: -15.15 2.48 -0.88
H: -15.45 1.76 0.74
H: -13.99 1.23 -0.04
H: -12.44 2.82 -0.38
H: -12.23 4.10 0.83
H: -13.77 5.55 -0.45
H: -14.13 4.27 -1.51
H: -12.70 5.96 -2.38
H: -12.31 3.53 -3.05
H: -10.86 3.68 -1.99
H: -10.14 4.18 -4.08
H: -9.96 5.50 -3.14
H: -10.06 6.69 -5.51
H: -11.62 6.52 -6.37
H: -10.46 5.15 -6.22
C: 12.18 -3.68 -8.84
O: 11.41 -3.64 -7.59
C: 11.24 -2.32 -7.09
C: 10.26 -2.36 -5.88
N: 10.75 -3.10 -4.76
C: 9.70 -3.29 -3.70
C: 10.08 -4.54 -2.83
O: 10.29 -5.66 -3.72
C: 10.69 -6.80 -2.95
H: 11.69 -3.13 -9.65
H: 12.37 -4.73 -9.07
H: 13.05 -3.09 -8.59
H: 10.93 -1.57 -7.83
H: 12.18 -1.88 -6.73
H: 9.25 -2.62 -6.19
H: 10.26 -1.29 -5.64
H: 11.02 -4.01 -5.09
H: 8.75 -3.46 -4.19
H: 9.66 -2.39 -3.09
H: 9.21 -4.71 -2.20
H: 10.91 -4.41 -2.13
H: 10.74 -7.68 -3.59
H: 9.91 -6.92 -2.20
H: 11.66 -6.68 -2.48
C: 11.58 0.39 7.83
O: 10.19 0.07 7.59
C: 9.99 -1.37 7.35
C: 10.51 -2.29 8.47
N: 9.89 -2.01 9.79
C: 10.37 -2.84 10.82
C: 9.70 -2.67 12.19
O: 10.34 -3.48 13.17
C: 9.76 -3.45 14.45
H: 12.16 -0.30 7.22
H: 11.86 0.33 8.88
H: 11.69 1.41 7.47
H: 10.29 -1.62 6.34
H: 8.90 -1.49 7.32
H: 11.60 -2.22 8.48
H: 10.24 -3.30 8.15
H: 9.97 -1.03 10.02
H: 11.46 -2.79 10.87
H: 10.23 -3.83 10.39
H: 8.67 -3.03 12.17
H: 9.67 -1.60 12.39
H: 9.83 -2.42 14.81
H: 10.24 -4.19 15.09
H: 8.69 -3.64 14.48
C: 5.69 4.51 -5.37
O: 6.10 4.75 -4.06
C: 7.22 5.64 -3.73
C: 7.29 5.93 -2.17
N: 6.14 6.78 -1.79
C: 6.24 7.21 -0.44
C: 5.00 8.08 -0.19
O: 3.83 7.30 0.04
C: 2.77 7.88 0.71
H: 4.70 4.90 -5.58
H: 5.62 3.42 -5.32
H: 6.47 4.83 -6.07
H: 7.08 6.56 -4.28
H: 8.15 5.18 -4.06
H: 8.22 6.46 -1.97
H: 7.36 4.98 -1.66
H: 5.25 6.32 -1.91
H: 7.13 7.81 -0.28
H: 6.20 6.33 0.20
H: 4.80 8.79 -1.00
H: 5.10 8.72 0.69
H: 3.02 8.41 1.63
H: 1.97 7.15 0.84
H: 2.34 8.62 0.03
C: 2.41 1.73 1.72
O: 2.28 0.74 0.71
C: 2.53 1.14 -0.62
C: 1.35 1.99 -1.20
N: 0.22 1.08 -1.18
C: -1.04 1.73 -1.28
C: -1.51 2.37 0.01
O: -2.86 2.88 -0.16
C: -3.50 3.20 1.03
H: 3.39 2.21 1.74
H: 2.16 1.28 2.68
H: 1.77 2.58 1.50
H: 2.64 0.23 -1.21
H: 3.43 1.74 -0.71
H: 1.59 2.36 -2.19
H: 1.22 2.87 -0.57
H: 0.27 0.38 -0.45
H: -1.79 0.98 -1.54
H: -1.08 2.51 -2.04
H: -0.95 3.29 0.19
H: -1.35 1.77 0.91
H: -2.93 3.98 1.53
H: -3.56 2.31 1.65
H: -4.53 3.54 1.01
C: -1.77 5.15 9.47
O: -3.08 4.92 8.97
C: -3.25 3.61 8.41
C: -4.57 3.70 7.65
N: -5.78 3.87 8.46
C: -6.31 2.62 8.98
C: -7.20 1.73 7.96
O: -6.38 1.00 7.07
C: -7.09 0.42 6.00
H: -0.98 5.04 8.73
H: -1.39 4.46 10.23
H: -1.82 6.15 9.91
H: -3.12 2.81 9.14
H: -2.42 3.48 7.72
H: -4.68 2.78 7.08
H: -4.54 4.54 6.96
H: -5.60 4.46 9.26
H: -6.96 2.83 9.83
H: -5.45 2.11 9.43
H: -7.85 2.34 7.33
H: -7.89 1.10 8.52
H: -7.59 1.20 5.42
H: -7.87 -0.28 6.29
H: -6.33 -0.09 5.40
C: -9.41 -2.41 -4.40
O: -9.91 -1.97 -5.66
C: -8.93 -2.20 -6.73
C: -8.71 -3.64 -7.16
N: -9.86 -4.12 -7.95
C: -9.78 -5.53 -8.20
C: -11.11 -6.06 -8.61
O: -12.13 -5.66 -7.72
C: -13.37 -6.08 -8.29
H: -8.54 -1.82 -4.13
H: -9.20 -3.47 -4.27
H: -10.20 -2.21 -3.68
H: -7.98 -1.74 -6.49
H: -9.33 -1.68 -7.60
H: -8.53 -4.19 -6.24
H: -7.75 -3.66 -7.68
H: -10.75 -4.01 -7.47
H: -9.52 -5.95 -7.23
H: -9.06 -5.84 -8.95
H: -11.15 -7.14 -8.73
H: -11.25 -5.72 -9.64
H: -13.48 -5.59 -9.25
H: -14.18 -5.78 -7.62
H: -13.42 -7.16 -8.44

# 7
This record from the OMol25 dataset describes a molecular structure, C17H25AlBBrCaF5MgN2O23P2S in a non-equilibrium geometry. The level of theory is wB97M-V/def2-TZVPD.

Values from the calculation:
- Net charge: +1
- Highest occupied orbital energy: -8.070 eV
- F_max: 8.32 eV/A

CARTESIAN COORDINATES (ANGSTROEM)
O: -2.09 5.14 3.03
S: -1.66 4.31 1.76
O: -1.25 5.21 0.56
C: -3.05 3.13 1.32
C: -4.01 2.54 2.51
C: -5.02 1.65 1.57
N: -5.13 2.35 0.36
C: -4.26 3.63 0.32
C: -0.22 3.21 2.38
F: -0.89 1.96 2.89
F: 0.48 3.81 3.54
C: 0.80 2.76 1.18
F: 1.94 2.02 1.84
F: 1.43 3.89 0.45
F: 0.13 1.79 0.25
H: -2.59 2.16 0.84
H: -4.68 3.49 2.78
H: -3.52 2.07 3.46
H: -5.53 0.63 1.88
H: -5.75 1.95 -0.38
H: -3.84 3.60 -0.79
H: -4.82 4.65 0.58
B: 0.05 4.58 8.15
O: 0.10 3.93 9.47
C: 1.38 3.94 9.86
O: 1.77 3.48 10.92
C: 2.20 4.57 8.85
O: 3.40 4.73 8.91
O: 1.43 4.96 7.82
O: -0.50 3.67 7.14
C: -1.59 4.27 6.63
O: -2.29 3.79 5.76
C: -1.78 5.55 7.27
O: -2.68 6.34 7.03
O: -0.82 5.76 8.18
C: 3.68 2.14 -0.51
O: 4.71 1.96 -1.33
H: 3.65 3.09 0.06
H: 2.67 2.14 -0.96
H: 3.54 1.41 0.30
Mg: 5.45 1.32 -3.19
C: 0.51 -5.36 -5.57
O: 0.63 -4.48 -4.48
P: 1.69 -3.27 -4.58
O: 1.54 -2.37 -5.77
O: 3.12 -3.99 -4.44
C: 3.75 -4.48 -5.61
O: 1.52 -2.54 -3.16
C: 2.47 -1.56 -2.82
H: -0.54 -5.66 -5.67
H: 0.83 -4.90 -6.51
H: 1.11 -6.25 -5.38
H: 3.39 -3.97 -6.51
H: 3.56 -5.55 -5.71
H: 4.83 -4.32 -5.52
H: 2.68 -0.90 -3.68
H: 3.40 -2.04 -2.50
H: 2.09 -0.96 -2.00
O: -1.05 -7.17 -7.61
P: 0.05 -8.08 -8.17
O: 0.33 -7.72 -9.64
O: -0.40 -9.55 -8.08
O: 1.33 -7.90 -7.34
C: -5.33 1.98 6.99
N: -6.05 1.97 5.69
O: -5.83 1.03 4.92
O: -6.82 2.92 5.47
H: -4.70 1.09 7.05
H: -4.73 2.89 7.03
H: -6.09 1.96 7.78
Al: -5.22 4.63 -1.85
Br: -5.22 3.55 8.68
C: 6.06 -7.00 -7.24
C: 4.93 -7.33 -8.20
O: 3.94 -6.55 -8.16
O: 5.13 -8.35 -8.92
H: 5.83 -6.11 -6.65
H: 6.22 -7.84 -6.55
H: 6.98 -6.82 -7.80
Ca: 3.18 -6.59 -10.15

- What is the highest occupied orbital energy in the second record?
  -9.801 eV